A 2-piece molecular cluster, C5H10O2Si2 overall, computed with ωB97M-V/def2-TZVPD.

Geometry as XYZ:
```
19
Properties=species:S:1:pos:R:3:forces:R:3
C -2.32548 0.62563 -0.50622 -0.5 0.0 -1.1
C -0.99113 1.12599 -0.72051 0.7 -2.6 1.2
C -2.23994 -0.75288 -0.62552 1.7 0.7 0.9
C -0.17555 -0.00192 -0.69794 -0.3 0.8 -0.6
C 2.77844 1.36278 -0.65231 0.9 -1.1 0.9
O -0.89321 -1.17182 -0.67427 -1.7 2.3 -0.4
O 0.17889 -1.08331 1.91040 -0.1 0.0 0.6
Si -1.05693 -1.48027 2.70629 0.5 -0.3 -0.9
Si 1.65514 -0.19082 -0.83581 2.1 0.1 -2.2
H -3.20987 1.31773 -0.43001 0.9 -1.4 -0.1
H -0.58337 2.11584 -0.69289 -0.3 0.3 0.0
H -2.86466 -1.60837 -0.63080 -0.9 -0.1 0.1
H 2.27630 2.23447 -1.01619 -0.2 0.6 -0.6
H 3.04104 1.61841 0.40927 0.0 -0.4 -0.9
H 3.71642 1.13780 -1.29050 -1.5 0.5 1.2
H 2.12659 -1.37462 -0.08163 -0.1 0.2 0.0
H -1.70322 -2.79193 2.62811 0.0 -0.3 -0.1
H -1.80761 -0.64341 3.59260 -0.3 0.7 0.6
H 2.07814 -0.43930 -2.39206 -0.9 -0.1 1.6
```
Forces are in eV/Å.

Properties
E_HOMO   -8.62 eV
SMILES   C[SiH2]c1ccco1.O=[SiH2]
Calculated total energy   -25195.0332 eV
Energy above the lowest of the compared OMol25 structures with the same formula, charge and spin   2.5167 eV
Gap between HOMO and LUMO   8.26 eV
LUMO energy   -0.4 eV
Maximum force   3.000 eV/Å

These are the Mulliken partial charges, in e, on atoms 1 to 6: number 1, C, carries -0.39; number 2, C, carries -0.15; number 3, C, carries -0.71; number 4, C, carries 0.28; number 5, C, carries -1.02; number 6, O, carries -0.27

C28H27N4O4STl as an isolated structure, computed with ωB97M-V/def2-TZVPD.

Geometry as XYZ:
```
65
Properties=species:S:1:pos:R:3:forces:R:3
Tl -2.44526 -21.42819 4.38189 -0.1 0.0 0.0
C -7.03706 -20.81007 6.50703 1.3 1.2 0.2
C -6.89619 -21.09255 7.86162 -0.6 -1.0 -0.6
C -5.62420 -21.34660 8.38664 -1.6 -0.6 -0.1
C -4.55623 -21.17709 7.55894 1.5 0.8 -0.7
N -4.61977 -20.78383 6.26874 -0.9 -0.5 -0.1
C -5.82834 -20.65669 5.74723 -1.9 -0.2 0.6
C -3.17834 -21.25068 8.07991 1.8 -0.4 0.6
C -2.92626 -20.87187 9.41209 -1.6 0.4 0.4
C -1.63466 -20.86473 9.88221 0.1 -1.2 -2.2
C -0.58448 -21.25084 9.05641 1.5 -0.1 0.2
C -0.88144 -21.67530 7.77710 -1.1 -0.3 -1.6
N -2.16280 -21.68176 7.28846 0.1 0.6 0.7
H -8.00119 -20.48642 6.09358 0.5 -0.6 0.0
H -7.80274 -21.31170 8.44072 0.5 0.4 0.0
H -5.55365 -21.81881 9.35909 0.3 0.4 0.1
H -5.98317 -20.45429 4.68982 0.6 0.2 0.1
H -3.80792 -20.56438 10.06279 1.4 -0.4 -0.9
H -1.36599 -20.74438 10.85697 0.2 0.9 2.7
H 0.48978 -21.23666 9.44254 -1.7 -0.1 -0.7
H -0.15698 -22.02689 7.00648 -0.3 0.4 1.0
C -1.11163 -18.05632 7.93480 -0.2 -0.3 1.2
N -1.94863 -17.22447 7.09658 -0.4 0.2 -0.2
N -3.33525 -17.53749 7.11952 0.5 0.2 2.5
C -3.84842 -17.57339 5.85700 1.1 1.5 -0.8
O -5.02034 -17.64747 5.60135 -1.5 -0.5 -0.5
C -2.70782 -17.25146 5.00213 -0.2 -0.7 1.6
C -1.60234 -17.12897 5.75296 -0.2 -0.2 0.0
C -0.17200 -17.02548 5.31581 -0.7 -0.1 0.8
C -4.11502 -17.19172 8.29338 0.0 -1.1 0.8
C -5.34642 -17.90056 8.51096 0.6 0.2 -2.8
C -6.10847 -17.66913 9.60576 -0.5 -0.6 1.3
C -5.52312 -16.90252 10.61925 -2.5 -0.8 2.3
C -4.33376 -16.27466 10.53639 1.7 0.3 -0.4
C -3.61124 -16.38615 9.32924 -0.6 -0.3 -0.8
H -1.55917 -18.08865 8.97369 0.7 -0.1 -1.2
H -0.11403 -17.63899 7.95853 0.1 0.5 0.3
H -0.94121 -19.05067 7.52295 -0.5 -0.3 0.0
H -2.81482 -17.06030 4.00435 -0.1 0.2 -2.4
H 0.28184 -18.03310 5.29352 -0.1 0.6 0.0
H 0.34347 -16.32478 5.95373 0.5 -0.1 0.6
H -0.13122 -16.53074 4.37174 0.0 -0.2 -1.0
H -5.72771 -18.50692 7.66436 0.4 0.4 0.8
H -7.08163 -18.21712 9.80972 1.3 0.9 -0.5
H -6.05590 -16.92049 11.60244 0.4 0.3 -0.9
H -3.89596 -15.80066 11.43798 -0.3 -0.1 -0.9
H -2.71270 -15.83399 9.14499 0.5 0.1 0.1
C 3.60047 -16.09116 1.89832 0.7 0.8 0.0
C 2.81128 -17.15776 2.49992 -0.9 -1.4 2.4
C 1.73010 -17.65405 1.81571 0.3 0.0 -1.1
C 1.01402 -18.80320 2.13628 1.7 1.9 1.5
C 1.38451 -19.42309 3.31154 0.9 0.0 -1.1
C 2.43768 -18.91999 4.09231 -0.7 -1.1 -0.2
C 3.08757 -17.77212 3.74511 0.0 0.7 -1.3
S 0.66263 -20.95377 3.68321 0.4 -1.2 1.0
O 1.71261 -21.83157 4.21789 -1.0 0.6 -1.3
O -0.13240 -21.37441 2.51322 0.9 0.1 1.2
O -0.22280 -20.54823 4.81376 -0.9 -0.1 0.4
H 4.17505 -15.48370 2.61039 0.0 -0.4 -0.2
H 2.90900 -15.42028 1.40634 0.1 0.3 -0.5
H 4.25957 -16.58812 1.17553 0.1 0.6 0.0
H 1.59945 -17.14648 0.87966 -0.7 0.0 -0.5
H 0.21332 -19.03879 1.52866 -1.4 -1.1 -1.0
H 2.77693 -19.55489 4.89622 -0.1 0.2 0.4
H 3.83198 -17.34957 4.37358 0.8 0.1 0.5
```
Forces are in eV/Å.

Properties
E_HOMO   -8.38 eV
Calculated total energy   -59152.4790 eV
Energy above the lowest of the compared OMol25 structures with the same formula, charge and spin   0.6192 eV
Gap between HOMO and LUMO   8.19 eV
LUMO energy   -0.2 eV
Maximum force   3.489 eV/Å

These are the Mulliken partial charges, in e, on atoms 1 to 6: number 1, Tl, carries 0.89; number 2, C, carries -0.66; number 3, C, carries -0.61; number 4, C, carries -0.60; number 5, C, carries 0.57; number 6, N, carries 0.00

A 3-piece molecular cluster, C3H11NO3 overall, computed with ωB97M-V/def2-TZVPD.

Geometry as XYZ:
```
18
Properties=species:S:1:pos:R:3:forces:R:3
O 0.92239 1.93476 -1.34853 -2.0 -2.5 2.4
C 0.49645 0.95225 -0.64840 4.9 4.2 -2.7
C -0.35730 -0.01508 -1.28886 -2.4 -2.3 -1.4
C 0.46234 -1.43201 -1.20235 0.9 1.5 -2.1
N -1.77293 -0.12781 -0.80808 0.8 -1.2 0.8
H 1.25978 0.69768 0.10885 -1.1 -0.2 0.9
H -0.50114 0.41592 -2.30491 0.8 -0.8 0.3
H 1.35396 -1.38955 -1.89229 -0.9 0.4 0.1
H -0.09138 -2.28431 -1.59982 -0.3 0.1 0.5
H 1.04553 -1.62386 -0.30194 -1.0 0.1 0.5
H -1.80205 -1.07636 -0.40733 -0.9 0.9 -0.1
H -2.53452 0.00282 -1.49532 1.2 -0.2 0.3
H -0.44276 0.11113 2.51052 -0.4 0.3 -0.1
H -0.89630 1.04905 1.44022 0.5 1.2 -2.0
O -1.21342 0.62006 2.19209 -0.1 -1.5 2.3
H 2.21999 -1.37310 2.41539 0.5 -0.2 0.1
H 0.97125 -1.87351 1.64215 0.4 0.4 0.6
O 1.31844 -1.15385 2.20377 -0.9 -0.2 -0.5
```
Forces are in eV/Å.

Properties
E_HOMO   -9.50 eV
SMILES   C[C@@H](N)C=O.O.O
Calculated total energy   -10919.9506 eV
Energy above the lowest of the compared OMol25 structures with the same formula, charge and spin   3.0550 eV
Gap between HOMO and LUMO   9.80 eV
LUMO energy   0.3 eV
Maximum force   7.021 eV/Å

These are the Mulliken partial charges, in e, on atoms 1 to 6: number 1, O, carries -0.55; number 2, C, carries -0.24; number 3, C, carries 0.58; number 4, C, carries -1.31; number 5, N, carries -0.50; number 6, H, carries 0.38